Entry 1:
18
Properties=species:S:1:pos:R:3 method="wB97M-V/def2-TZVPD" spin_multiplicity=1 e_tot_ha=-435.08393 relative_energy_ev=10.1713 charge=0
C -3.805 -0.241 -0.224
C -0.331 -0.501 0.400
C 0.654 0.532 0.734
C 1.033 1.404 -0.283
C 2.527 -0.317 -0.493
H -4.145 0.891 -0.404
H -4.714 -0.883 0.126
H 0.521 -1.055 -0.404
H -0.393 -1.205 1.506
H 0.579 1.031 1.567
H 1.004 0.794 -1.342
H 1.145 2.731 -0.540
H 2.850 0.039 -1.635
H 2.417 -1.733 0.851
N -2.642 -0.695 -0.029
N 2.049 0.510 0.533
N 2.795 -1.558 -0.225
O -1.545 0.256 -0.136


Entry 2:
18
Properties=species:S:1:pos:R:3 method="wB97M-V/def2-TZVPD" spin_multiplicity=1 e_tot_ha=-435.28721 relative_energy_ev=4.6397 charge=0
C 0.897 -0.757 0.781
C 2.280 -0.969 0.625
C -1.113 1.782 -0.056
C -2.035 -0.598 -0.331
C -0.933 0.446 -0.727
N 1.395 0.064 -1.226
N 3.064 -1.398 1.475
N 0.413 -0.133 -0.308
O 2.491 -0.436 -0.732
H 0.262 -0.958 1.651
H -0.993 1.791 1.112
H -0.224 2.473 -0.420
H -2.028 2.048 -0.441
H -1.906 -1.429 -0.906
H -3.024 -0.166 -0.548
H -1.712 -0.851 0.691
H -0.808 0.554 -1.788
H 3.974 -1.464 1.149


Entry 3:
19
Properties=species:S:1:pos:R:3 method="wB97M-V/def2-TZVPD" spin_multiplicity=1 e_tot_ha=-510.52070 relative_energy_ev=4.6055 charge=0
N 3.633 0.394 2.739
O -0.943 -1.476 -0.721
N 2.906 0.180 0.255
N 3.302 0.306 1.510
O -1.829 0.610 -1.129
C -0.947 -0.232 -0.541
C -2.886 -0.017 -1.846
C 0.153 0.374 1.602
C 1.637 -0.473 -0.216
C 0.309 0.335 0.120
H -2.460 -0.645 -2.570
H -3.474 0.733 -2.327
H -3.508 -0.574 -1.128
H -0.892 0.466 1.897
H 0.547 -0.585 2.042
H 0.646 1.263 1.834
H 1.727 -0.570 -1.365
H 1.657 -1.398 0.235
H 0.420 1.309 -0.392


Entry 4:
19
Properties=species:S:1:pos:R:3 method="wB97M-V/def2-TZVPD" spin_multiplicity=1 e_tot_ha=-510.51581 relative_energy_ev=4.7387 charge=0
C -0.282 -0.982 2.757
N 0.178 0.223 2.100
C -0.063 0.377 0.860
N -0.526 -0.593 -0.013
C 0.531 -0.351 -1.514
O 1.139 -1.189 -2.147
C 0.947 1.076 -1.293
N -0.176 1.976 -1.048
C 0.584 1.494 0.091
H -0.030 -0.944 3.823
H -1.377 -1.104 2.675
H 0.188 -1.886 2.331
H -0.618 -1.562 0.268
H 1.867 1.414 -1.766
H 0.076 2.933 -1.285
H 1.230 2.190 0.627
H -1.621 -0.800 -1.190
O -1.280 -0.771 -2.444
H -0.767 -1.499 -2.833


Entry 5:
19
Properties=species:S:1:pos:R:3 method="wB97M-V/def2-TZVPD" spin_multiplicity=3 e_tot_ha=-510.47627 relative_energy_ev=0.0000 charge=0
C -1.678 -0.879 -0.384
C 1.591 0.118 -0.748
C -1.330 1.436 -0.383
C -0.507 1.174 0.941
C 1.669 -1.664 0.808
N -1.859 0.252 -0.966
N 0.016 -0.108 1.077
N 1.117 -0.430 0.349
O -2.052 -1.986 -0.476
O 2.576 -0.310 -1.369
H 1.067 1.054 -1.075
H -2.117 2.140 -0.206
H -0.677 1.987 -1.205
H 0.218 1.893 0.786
H -0.905 1.266 1.934
H 1.166 -2.538 0.419
H 2.752 -1.931 0.542
H 1.437 -1.709 1.859
H -2.483 0.234 -1.904


Entry 6:
21
Properties=species:S:1:pos:R:3 method="wB97M-V/def2-TZVPD" spin_multiplicity=1 e_tot_ha=-660.95430 relative_energy_ev=4.1145 smiles="CC1=NO[C@@](ON=O)(N(C)C)O1" charge=0
C -0.844 -2.341 2.314
C -0.310 -1.092 1.640
N 0.252 -0.168 2.243
O 0.695 0.779 1.250
C 0.099 0.400 0.060
O -1.057 1.199 -0.142
N -2.228 0.925 0.592
O -3.018 1.796 0.439
N 0.969 0.502 -1.058
C 0.420 0.016 -2.333
C 1.749 1.681 -1.196
O -0.346 -0.921 0.293
H -0.075 -3.226 2.419
H -1.809 -2.673 1.860
H -1.058 -2.180 3.334
H -0.172 -0.861 -2.055
H -0.211 0.624 -3.039
H 1.264 -0.309 -3.052
H 2.800 1.696 -0.612
H 1.866 1.673 -2.268
H 1.013 2.481 -0.690


Entry 7:
19
Properties=species:S:1:pos:R:3 method="wB97M-V/def2-TZVPD" spin_multiplicity=1 e_tot_ha=-833.49468 relative_energy_ev=2.5998 charge=0
C -1.859 -1.969 1.081
C -1.710 -3.358 1.223
C 0.881 1.390 -1.718
C 1.776 1.288 0.692
C 0.602 1.145 -0.258
N -0.646 -1.449 0.909
N -0.431 -3.628 1.151
N 0.125 -2.487 0.947
O 2.114 -0.937 -1.047
S 0.810 -0.383 -1.359
H -2.717 -1.482 0.870
H 1.858 1.947 -1.850
H -2.511 -4.126 1.432
H 0.071 1.662 -2.488
H 2.699 1.092 0.305
H 1.408 0.741 1.646
H 1.672 2.329 0.919
H -0.415 0.945 0.161
H 1.108 -2.326 0.742


Entry 8:
19
Properties=species:S:1:pos:R:3 method="wB97M-V/def2-TZVPD" spin_multiplicity=1 e_tot_ha=-833.51461 relative_energy_ev=2.0577 charge=0
C -0.974 -1.880 0.058
C -1.692 -3.081 -0.262
C -0.741 -1.252 -1.116
C 1.065 1.157 1.189
C 0.403 2.042 0.150
N -1.939 -3.123 -1.541
N -1.368 -2.034 -2.025
N -0.241 -0.064 -1.483
O -1.818 0.646 0.728
S -1.183 1.339 -0.361
H -0.427 -1.691 0.980
H -1.872 -3.770 0.579
H 0.919 0.118 0.886
H 2.058 1.164 1.352
H 0.594 1.341 2.189
H 0.996 2.267 -0.670
H 0.080 2.949 0.722
H -1.232 -1.955 -3.004
H -0.519 0.354 -2.409


Entry 9:
19
Properties=species:S:1:pos:R:3 method="wB97M-V/def2-TZVPD" spin_multiplicity=1 e_tot_ha=-489.84608 relative_energy_ev=3.4016 charge=+1
C 0.500 -2.286 -0.930
N 0.130 -0.887 -0.602
C 0.674 0.143 -1.136
N 1.751 0.261 -1.976
N 0.198 1.422 -0.783
C -0.596 1.802 0.060
N -1.165 0.912 1.153
C -0.406 0.588 2.318
C -2.282 0.465 0.814
O -3.292 0.110 0.370
H -0.226 -2.393 -1.681
H 1.517 -2.287 -1.116
H 0.204 -2.815 -0.009
H 2.171 1.136 -2.242
H 2.310 -0.522 -2.267
H -0.908 2.849 0.199
H -0.948 0.204 3.091
H 0.089 1.478 2.739
H 0.281 -0.181 1.997


Entry 10:
20
Properties=species:S:1:pos:R:3 method="wB97M-V/def2-TZVPD" spin_multiplicity=1 e_tot_ha=-565.28595 relative_energy_ev=0.3379 smiles="CCN1CN=C[C@@H]1N=[N+]([O-])[O-]" charge=-1
C -1.118 -1.619 -0.570
C -0.026 -0.820 0.213
N 0.592 0.413 -0.321
C -0.348 1.499 -0.504
N 0.250 2.716 -0.009
C 1.431 2.450 0.360
C 1.772 1.039 0.336
N 2.910 0.698 -0.437
N 3.551 -0.325 -0.050
O 3.202 -1.095 0.885
O 4.578 -0.547 -0.673
H -0.577 -2.006 -1.371
H -1.437 -2.336 0.044
H -1.865 -0.906 -0.831
H -0.623 -0.722 1.233
H 0.888 -1.367 0.472
H -1.203 1.158 0.101
H -0.620 1.453 -1.657
H 2.027 3.184 0.661
H 1.742 0.495 1.388


Entry 11:
20
Properties=species:S:1:pos:R:3 method="wB97M-V/def2-TZVPD" spin_multiplicity=1 e_tot_ha=-544.77069 relative_energy_ev=5.0374 smiles=CCC#[N+][O-].Cc1nn[nH]n1 charge=0
C -1.989 -0.709 0.958
C -1.429 0.730 0.902
C -1.440 1.177 -0.464
N -1.828 1.666 -1.440
O -1.976 1.928 -2.572
H -2.634 -0.615 1.878
H -1.251 -1.531 1.036
H -2.733 -0.721 0.075
H -1.905 1.460 1.626
H -0.372 0.788 1.305
C 2.316 -1.387 0.814
C 1.778 -0.575 -0.304
N 1.672 -1.044 -1.564
N 1.232 -0.067 -2.246
N 1.058 0.997 -1.475
N 1.438 0.692 -0.181
H 2.500 -2.372 0.504
H 3.243 -0.959 1.219
H 1.456 -1.410 1.658
H 0.864 1.952 -1.729


Entry 12:
16
Properties=species:S:1:pos:R:3 method="wB97M-V/def2-TZVPD" spin_multiplicity=2 e_tot_ha=-325.84592 relative_energy_ev=0.4785 charge=-1
C -1.625 1.127 -1.569
C -0.674 0.090 -1.054
C -1.063 -1.209 -0.847
N -0.244 -1.771 0.094
C 0.767 -0.903 0.398
C 0.494 0.262 -0.265
H -1.578 1.276 -2.649
H -2.649 0.942 -1.273
H -1.350 2.101 -1.163
H -1.792 -1.769 -1.407
H -0.144 -2.775 0.145
H 1.454 -1.178 1.177
H 0.873 1.220 0.073
H 2.719 0.874 3.515
H 2.694 0.672 2.061
O 2.117 1.041 2.764


Entry 13:
16
Properties=species:S:1:pos:R:3 method="wB97M-V/def2-TZVPD" spin_multiplicity=1 e_tot_ha=-325.57243 relative_energy_ev=9.9357 charge=0
C 1.677 -0.409 0.281
C 0.332 -0.627 -0.319
C -1.138 -1.149 -0.153
C -0.696 1.104 -0.175
C 0.416 0.520 0.699
H 3.669 0.114 0.382
H 1.975 -0.958 1.176
H 0.221 0.067 -1.231
H -1.520 -1.850 -1.039
H -1.493 -1.580 0.778
H -2.831 0.456 -0.450
H -0.198 1.233 -1.267
H -1.072 2.377 0.034
H -0.148 0.230 1.772
N -1.852 0.255 0.023
O 2.658 0.216 -0.511


Entry 14:
16
Properties=species:S:1:pos:R:3 method="wB97M-V/def2-TZVPD" spin_multiplicity=1 e_tot_ha=-325.83424 relative_energy_ev=2.8113 smiles=O[C@H]1C[C@]2(CN2)C1 charge=0
O -2.520 -0.834 0.547
C -1.279 -0.591 -0.058
C 0.129 -0.984 0.555
C 0.585 0.370 0.019
C 1.606 0.609 -1.016
N 1.744 1.164 0.342
C -0.831 0.880 -0.060
H -2.656 -0.136 1.203
H -1.258 -1.135 -0.996
H 0.680 -1.852 0.154
H 0.083 -1.055 1.645
H 1.406 1.354 -1.785
H 2.255 -0.208 -1.327
H 2.392 0.599 0.883
H -1.106 1.305 0.920
H -1.109 1.591 -0.846


Entry 15:
16
Properties=species:S:1:pos:R:3 method="wB97M-V/def2-TZVPD" spin_multiplicity=1 e_tot_ha=-325.80764 relative_energy_ev=3.5352 charge=0
C -1.529 -1.522 -0.473
C -0.884 -0.849 0.738
N 0.567 -1.230 0.950
C 0.845 0.093 0.544
O 1.953 0.774 0.190
C -0.409 0.553 0.525
C 1.520 1.963 -0.625
H -0.923 -1.378 -1.377
H -2.515 -1.084 -0.670
H -1.674 -2.597 -0.310
H -1.493 -0.984 1.631
H 0.953 -2.063 0.514
H -0.753 1.493 0.923
H 2.455 2.506 -0.651
H 0.715 2.677 -0.277
H 1.173 1.647 -1.632


Entry 16:
16
Properties=species:S:1:pos:R:3 method="wB97M-V/def2-TZVPD" spin_multiplicity=1 e_tot_ha=-325.78750 relative_energy_ev=4.0832 charge=0
C -1.808 0.011 -0.369
C -0.434 -0.425 0.036
O -0.209 -1.749 0.118
C 0.685 0.405 -0.115
C 2.072 -0.153 0.012
C 0.491 1.631 -0.806
N 0.324 2.630 -1.372
H -1.986 1.071 -0.260
H -2.586 -0.510 0.167
H -1.919 -0.217 -1.422
H -0.816 -0.006 2.065
H -1.033 -2.234 0.295
H -0.138 0.463 1.531
H 2.772 0.581 0.372
H 2.454 -0.503 -0.937
H 2.132 -0.996 0.685


Entry 17:
16
Properties=species:S:1:pos:R:3 method="wB97M-V/def2-TZVPD" spin_multiplicity=1 e_tot_ha=-325.83020 relative_energy_ev=2.9212 smiles="C=C[C@@H](N)C(C)=O" charge=0
C -2.179 1.296 -0.049
C -1.052 0.619 -0.241
C -0.356 -0.369 0.586
N -0.412 -1.705 0.019
C 1.104 0.395 0.411
C 2.015 -0.141 -0.669
O 1.534 1.058 1.356
H -2.894 0.978 0.705
H -2.468 2.120 -0.694
H -0.166 1.203 -0.813
H -0.620 -0.319 1.645
H 0.058 -2.358 0.641
H -1.382 -1.997 -0.077
H 1.724 -1.099 -1.098
H 3.016 -0.275 -0.249
H 2.078 0.594 -1.473


Entry 18:
16
Properties=species:S:1:pos:R:3 method="wB97M-V/def2-TZVPD" spin_multiplicity=1 e_tot_ha=-325.87231 relative_energy_ev=1.7753 charge=0
C -1.959 0.671 1.239
C -1.252 -0.078 0.113
N -0.611 0.868 -0.783
C 0.643 0.871 -0.944
C 1.690 -0.009 -0.288
C 1.720 -1.444 -0.776
O 0.816 -1.994 -1.355
H -2.594 1.461 0.829
H -2.582 -0.012 1.825
H -1.233 1.137 1.915
H -0.571 -0.835 0.527
H -1.989 -0.621 -0.488
H 1.038 1.612 -1.646
H 1.541 -0.057 0.801
H 2.687 0.423 -0.433
H 2.656 -1.992 -0.537


Entry 19:
16
Properties=species:S:1:pos:R:3 method="wB97M-V/def2-TZVPD" spin_multiplicity=1 e_tot_ha=-325.85857 relative_energy_ev=2.1493 smiles=Cc1ccc[nH]1.O charge=0
C -1.147 -1.091 1.188
C -0.781 -0.292 -0.098
C -0.511 1.059 -0.208
C -0.197 1.198 -1.604
C 0.237 -0.042 -2.126
N -0.149 -0.937 -1.141
H -0.462 -1.035 2.032
H -1.326 -2.195 1.020
H -2.149 -0.669 1.417
H -0.983 1.777 0.512
H -0.461 2.045 -2.243
H 0.842 -0.207 -3.013
H -0.072 -1.903 -1.292
O 2.577 0.394 2.006
H 1.668 0.580 1.799
H 2.915 1.318 1.751


Entry 20:
16
Properties=species:S:1:pos:R:3 method="wB97M-V/def2-TZVPD" spin_multiplicity=1 e_tot_ha=-325.74029 relative_energy_ev=5.3679 charge=0
C -1.833 0.048 -0.343
C -0.479 -0.415 0.118
O -0.235 -1.732 0.140
C 0.677 0.428 -0.112
C 2.057 -0.139 0.125
C 0.490 1.603 -0.886
N 0.320 2.582 -1.492
H -1.989 1.102 -0.103
H -2.627 -0.551 0.110
H -1.854 -0.069 -1.433
H -0.738 -0.195 1.706
H -1.038 -2.206 0.409
H -0.006 0.389 1.168
H 2.796 0.666 0.127
H 2.352 -0.872 -0.635
H 2.107 -0.639 1.101